# 1
{
  "formula": "C47H38AsN3O14SW",
  "method": "wB97M-V/def2-TZVPD",
  "s2": 2.057,
  "e_tot_ha": -5732.4811,
  "e_homo_ha": [-0.05106, -0.13501],
  "spin_multiplicity": 3,
  "e_lumo_ev": [4.21, 4.14],
  "de_lowest_kj_mol": 526.7,
  "gap_ha": [0.2058, 0.2871],
  "total_charge": -2,
  "species": ["W", "As", "S", "O", "O", "O", "O", "O", "O", "O", "O", "O", "O", "O", "O", "O", "O", "N", "N", "N", "C", "C", "C", "C", "C", "C", "C", "C", "C", "C", "C", "C", "C", "C", "C", "C", "C", "C", "C", "C", "C", "C", "C", "C", "C", "C", "C", "C", "C", "C", "C", "C", "C", "C", "C", "C", "C", "C", "C", "C", "C", "C", "C", "C", "C", "C", "C", "H", "H", "H", "H", "H", "H", "H", "H", "H", "H", "H", "H", "H", "H", "H", "H", "H", "H", "H", "H", "H", "H", "H", "H", "H", "H", "H", "H", "H", "H", "H", "H", "H", "H", "H", "H", "H", "H"],
  "coordinates": [[0.169, 1.073, 1.558], [2.202, 2.721, 2.164], [1.028, 0.381, 4.324], [2.106, 1.020, 1.755], [-2.381, -2.321, 1.283], [0.632, -2.212, -2.622], [0.430, 1.589, 3.588], [-0.253, 1.306, -0.328], [3.767, 3.176, 1.367], [1.083, 3.025, 0.893], [-1.005, -0.249, 2.410], [-2.240, 0.882, 3.934], [0.608, -0.710, 0.674], [0.254, -0.187, -3.594], [0.332, -0.022, 5.513], [-1.173, 2.464, 1.733], [1.329, -0.694, 3.403], [-5.629, 1.095, 0.814], [-3.683, 4.703, 0.306], [-2.212, 1.697, 1.371], [0.713, -2.995, 0.275], [-4.736, -2.070, 1.168], [-2.668, 0.169, -1.266], [0.514, -1.550, -3.865], [2.555, -1.510, -0.584], [-5.872, -1.379, 1.280], [3.166, 1.975, 3.910], [-3.965, -0.144, -1.651], [1.370, 3.946, -3.756], [4.615, -2.573, -1.286], [3.302, 0.560, 5.869], [4.451, 2.443, 4.127], [0.858, -4.463, 2.190], [-2.340, 1.357, -3.323], [0.499, 0.055, -2.206], [-3.440, -1.564, 1.643], [-0.662, -2.097, -4.651], [-3.642, 1.061, -3.702], [-0.390, 1.212, -1.689], [-3.382, 2.273, 1.115], [-4.521, 1.399, 1.404], [-3.397, -0.484, 2.427], [3.270, -2.650, -0.945], [-0.156, 4.957, -2.205], [0.051, -5.398, 1.547], [0.786, 5.083, -3.221], [1.179, -3.272, 1.562], [-1.845, 0.923, -2.096], [1.043, -1.597, -0.278], [4.573, -0.211, -0.889], [1.008, 2.684, -3.286], [-3.539, 3.617, 0.672], [0.260, -1.308, -1.573], [5.155, 1.974, 5.234], [1.833, -1.701, -4.603], [2.607, 1.036, 4.764], [3.227, -0.291, -0.560], [-5.895, 0.020, 1.830], [-0.082, -3.937, -0.367], [4.582, 1.044, 6.101], [5.271, -1.352, -1.262], [-2.188, 0.189, 2.956], [-4.588, 0.405, 2.558], [-0.513, 3.704, -1.740], [-4.458, 0.311, -2.866], [0.059, 2.555, -2.281], [-0.415, -5.130, 0.271], [1.222, -4.653, 3.193], [6.164, 2.330, 5.421], [-0.799, -1.435, -1.344], [-6.819, 0.209, 2.381], [2.691, 0.590, -0.253], [-4.020, 1.424, -4.652], [-0.441, -3.753, -1.369], [2.831, -0.165, 6.522], [6.319, -1.287, -1.536], [1.461, 1.806, -3.728], [5.078, 0.747, -0.846], [1.545, 0.338, -2.079], [5.152, -3.473, -1.566], [3.632, 2.874, 0.459], [2.769, -3.610, -0.954], [1.754, -2.512, 2.079], [-6.813, -1.833, 0.989], [-1.568, -1.997, -4.050], [4.885, 3.158, 3.436], [-0.787, -1.521, -5.571], [-5.483, 0.098, -3.149], [-0.222, -6.321, 2.045], [-0.497, -3.148, -4.895], [2.105, 4.031, -4.549], [2.634, -1.287, -3.987], [1.790, -1.165, -5.554], [-2.285, -0.152, -0.307], [-0.618, 5.836, -1.773], [-4.597, -0.729, -0.995], [1.072, 6.065, -3.582], [-1.563, -1.878, 1.593], [-4.730, -3.068, 0.743], [-4.664, 0.843, 3.550], [-1.237, 3.607, -0.942], [2.039, -2.758, -4.783], [-1.059, -5.844, -0.232], [5.140, 0.692, 6.961], [-1.696, 1.929, -3.980]],
  "lowdin_charge": [1.907, 0.993, 0.543, -0.569, 0.074, -0.018, -0.498, -0.278, -0.322, -0.520, -0.262, 0.114, -0.274, -0.018, -0.278, -0.230, -0.323, 0.180, 0.143, -0.041, -0.141, -0.012, -0.017, -0.594, -0.097, -0.044, -0.209, -0.067, -0.098, -0.100, -0.066, -0.108, -0.073, -0.020, -0.146, -0.265, 0.017, -0.091, -0.364, -0.183, -0.203, -0.048, -0.021, -0.070, -0.115, -0.113, -0.009, -0.106, -0.381, -0.071, -0.024, -0.165, -0.139, -0.105, 0.017, -0.273, -0.024, -0.251, -0.030, -0.111, -0.116, -0.544, -0.111, -0.011, -0.097, -0.130, -0.098, 0.098, 0.087, 0.152, 0.126, 0.088, 0.091, 0.108, 0.108, 0.087, 0.107, 0.097, 0.142, 0.089, 0.008, 0.115, 0.111, 0.095, 0.092, 0.084, 0.087, 0.092, 0.086, 0.084, 0.089, 0.090, 0.084, 0.098, 0.101, 0.076, 0.087, 0.098, 0.116, 0.149, 0.105, 0.086, 0.090, 0.087, 0.117]
}

# 2
{
  "formula": "C2H9N2O",
  "method": "wB97M-V/def2-TZVPD",
  "e_tot_ha": -266.0999,
  "e_homo_ha": -0.54864,
  "e_lumo_ev": -4.17,
  "de_lowest_kj_mol": 135.8,
  "gap_ha": 0.3955,
  "total_charge": 1,
  "species": ["O", "N", "N", "C", "C", "H", "H", "H", "H", "H", "H", "H", "H", "H"],
  "coordinates": [[0.393, -2.735, 0.684], [-0.644, 0.632, -0.293], [1.103, 0.042, 1.184], [0.314, 0.889, 0.577], [-0.805, 1.436, -1.558], [-1.040, 0.775, -2.384], [1.587, 0.396, 2.012], [-1.578, 2.160, -1.318], [0.826, -0.947, 1.244], [-1.453, 0.053, -0.144], [0.511, 1.931, 0.833], [1.065, -3.313, 0.335], [-0.422, -3.237, 0.598], [0.144, 1.920, -1.772]],
  "lowdin_charge": [-0.037, 0.003, 0.222, -0.156, -0.003, 0.097, 0.150, 0.094, 0.095, 0.156, 0.165, 0.058, 0.064, 0.092]
}

# 3
{
  "formula": "C35H40N8O8S3Ta",
  "method": "wB97M-V/def2-TZVPD",
  "e_tot_ha": -3648.4159,
  "e_homo_ha": -0.56014,
  "e_lumo_ev": -9.58,
  "de_lowest_kj_mol": 0.0,
  "gap_ha": 0.2080,
  "total_charge": 3,
  "species": ["Ta", "S", "S", "S", "O", "O", "O", "O", "O", "O", "O", "O", "N", "N", "N", "N", "N", "N", "N", "N", "C", "C", "C", "C", "C", "C", "C", "C", "C", "C", "C", "C", "C", "C", "C", "C", "C", "C", "C", "C", "C", "C", "C", "C", "C", "C", "C", "C", "C", "C", "C", "C", "C", "C", "C", "H", "H", "H", "H", "H", "H", "H", "H", "H", "H", "H", "H", "H", "H", "H", "H", "H", "H", "H", "H", "H", "H", "H", "H", "H", "H", "H", "H", "H", "H", "H", "H", "H", "H", "H", "H", "H", "H", "H", "H"],
  "coordinates": [[1.059, -0.505, -0.460], [-1.865, -1.600, -3.800], [2.323, 2.067, -0.659], [-2.378, -2.226, 4.079], [3.198, -0.856, -0.624], [-1.860, -2.995, 2.959], [-1.555, -1.141, 4.558], [-3.092, 1.528, 4.223], [3.705, 2.067, -0.993], [1.912, 1.245, 0.547], [1.828, -1.375, 1.382], [-1.092, 2.345, 4.095], [1.475, 1.052, -1.670], [-0.577, -0.174, 0.937], [-2.506, -0.141, 1.996], [1.375, 0.133, -3.803], [-0.606, -0.603, -1.812], [-1.995, 1.634, 3.724], [0.458, 7.537, -0.014], [1.859, 2.439, -3.494], [0.105, -2.834, -2.198], [-2.795, -3.312, 5.415], [-0.495, 0.766, 1.953], [0.583, 3.918, 0.305], [4.025, -1.190, 0.518], [-3.872, -0.513, 2.417], [-1.812, -0.722, 1.010], [-2.351, -1.838, 0.194], [-1.476, 0.413, -2.234], [0.019, -4.071, -2.814], [2.386, 4.673, -1.150], [0.824, -5.109, -2.355], [-2.556, 2.535, -2.252], [0.984, -2.568, -1.124], [-3.322, 2.148, -3.356], [-3.957, -1.559, 3.551], [1.569, 1.222, -3.075], [3.182, -0.994, 1.758], [1.450, 0.310, -5.127], [-2.251, 0.033, -3.331], [1.732, 1.540, -5.691], [-1.675, 0.787, 2.592], [-1.633, 1.681, -1.679], [1.695, 3.632, -0.501], [1.106, -2.146, 2.393], [3.880, -1.111, -1.887], [1.945, 2.593, -4.815], [0.854, 6.271, -0.180], [1.771, -3.638, -0.695], [1.970, 5.964, -0.996], [-1.523, -3.887, 6.028], [0.166, 5.210, 0.462], [-0.727, -1.696, -2.554], [-3.182, 0.890, -3.908], [1.690, -4.892, -1.294], [-1.045, 2.006, -0.832], [2.194, 3.586, -5.171], [0.843, -1.494, 3.226], [-1.542, -2.470, -0.168], [0.393, 1.322, 2.183], [4.240, -2.139, -1.883], [-4.392, -0.863, 1.531], [4.898, -0.537, 0.512], [3.518, -1.648, 2.560], [0.066, 3.132, 0.836], [-2.930, -1.464, -0.654], [-0.665, -4.241, -3.636], [0.208, -2.542, 1.933], [1.801, 1.670, -6.761], [-4.543, -2.422, 3.236], [3.250, 4.447, -1.759], [-2.987, -2.464, 0.814], [-1.801, -4.540, 6.852], [2.461, -3.516, 0.131], [0.767, -6.083, -2.821], [-4.036, 2.840, -3.781], [-2.686, 3.527, -1.840], [1.296, -0.569, -5.740], [3.167, 0.036, 2.103], [-3.775, 0.584, -4.759], [3.154, -0.977, -2.683], [2.508, 6.766, -1.484], [-0.296, 7.774, 0.607], [-4.432, -1.117, 4.426], [-0.885, -3.096, 6.417], [4.698, -0.399, -1.979], [4.339, -2.229, 0.403], [-4.345, 0.404, 2.743], [-0.673, 5.433, 1.108], [1.748, -2.961, 2.717], [0.969, 8.299, -0.426], [-3.364, -2.720, 6.132], [-0.969, -4.480, 5.302], [2.306, -5.704, -0.931], [-3.437, -4.084, 4.988]],
  "lowdin_charge": [2.002, 1.241, 0.736, 0.680, -0.394, -0.321, -0.290, 0.133, -0.208, -0.433, -0.375, 0.146, -0.231, -0.020, 0.072, 0.124, -0.112, -0.319, 0.180, 0.162, -0.261, -0.282, -0.032, -0.062, -0.096, -0.079, -0.274, 0.037, -0.304, 0.005, -0.041, -0.007, -0.031, -0.204, -0.034, -0.173, -0.446, -0.097, -0.070, -0.423, 0.002, -0.124, -0.019, -0.328, 0.008, 0.013, -0.053, -0.272, -0.075, 0.013, -0.091, 0.006, -0.561, -0.043, -0.019, 0.081, 0.132, 0.108, 0.081, 0.124, 0.115, 0.134, 0.161, 0.153, 0.088, 0.108, 0.122, 0.070, 0.124, 0.118, 0.123, 0.095, 0.096, 0.098, 0.131, 0.127, 0.121, 0.127, 0.134, 0.129, 0.075, 0.131, 0.127, 0.120, 0.084, 0.118, 0.141, 0.127, 0.126, 0.121, 0.129, 0.119, 0.082, 0.127, 0.117]
}

# 4
{
  "formula": "C2H4N2O2",
  "method": "wB97M-V/def2-TZVPD",
  "e_tot_ha": -338.4884,
  "e_homo_ha": -0.34685,
  "e_lumo_ev": 0.86,
  "de_lowest_kj_mol": 432.6,
  "gap_ha": 0.3785,
  "smiles": "[H]/N=C1/NOCO1",
  "total_charge": 0,
  "species": ["O", "O", "N", "N", "C", "C", "H", "H", "H", "H"],
  "coordinates": [[1.176, 0.728, -0.421], [-0.018, -1.016, 0.061], [-0.027, 1.061, 0.315], [-2.156, 0.134, -0.108], [1.292, -0.477, 0.078], [-0.853, -0.068, -0.030], [-0.370, 1.990, 0.176], [1.680, -0.518, 1.071], [1.955, -1.053, -0.664], [-2.678, -0.781, -0.476]],
  "lowdin_charge": [-0.023, 0.082, 0.094, 0.107, -0.264, -0.529, 0.134, 0.129, 0.172, 0.098]
}